Record 1
Below is a molecular structure, C10H20Cl10, with properties calculated with ωB97M-V/def2-TZVPD.

Element x y z (Å)
Cl: -3.209 3.211 -2.585
C: -1.862 2.060 -2.239
C: -1.939 1.368 -0.795
Cl: -3.580 0.626 -0.494
H: -0.998 2.712 -2.364
H: -1.742 1.319 -3.029
H: -1.909 2.176 -0.064
H: -1.231 0.573 -0.560
Cl: 1.824 0.621 2.800
C: 1.653 2.365 3.144
C: 1.394 3.148 1.878
Cl: -0.240 2.936 1.378
H: 2.523 2.664 3.729
H: 0.873 2.462 3.900
H: 2.086 2.996 1.050
H: 1.607 4.191 2.112
Cl: 1.626 -2.580 1.825
C: 1.389 -1.118 0.768
C: 0.209 -0.151 1.013
Cl: 0.137 1.189 -0.122
H: 1.471 -1.444 -0.269
H: 2.290 -0.505 0.762
H: 0.319 0.210 2.035
H: -0.688 -0.670 0.674
Cl: 1.731 -1.833 -1.469
C: 1.946 -3.135 -2.691
C: 2.379 -2.601 -4.075
Cl: 4.063 -1.996 -4.184
H: 1.015 -3.695 -2.776
H: 2.677 -3.873 -2.361
H: 1.700 -1.806 -4.385
H: 2.232 -3.364 -4.839
Cl: -2.336 1.047 2.138
C: -2.562 -0.433 1.096
C: -2.514 -1.741 1.858
Cl: -0.901 -2.146 2.491
H: -1.797 -0.253 0.342
H: -3.500 -0.319 0.551
H: -2.814 -2.530 1.168
H: -3.319 -1.679 2.590

Computed properties:
LUMO level (eV): 0.32
Energy relative to the best compared isomer or geometry (same formula, charge and spin) (eV): 17.9878
Highest occupied orbital energy (eV): -7.93
HOMO-LUMO gap (eV): 8.26
Total energy (a.u.): -4994.303187
Molar mass (g mol⁻¹): 494.800


Record 2
Below is a single C3H3N3O molecule, with properties calculated with ωB97M-V/def2-TZVPD.

Element x y z (Å)
C: -0.939 0.134 0.204
C: -0.084 1.204 0.099
C: 1.088 -1.172 0.108
H: -2.430 -0.841 -0.211
H: -0.327 2.172 0.370
H: 1.363 -2.167 0.141
N: 1.294 1.093 -0.094
N: 1.901 -0.097 -0.144
N: -0.419 -1.091 0.012
O: -2.304 0.064 -0.147

Computed properties:
LUMO level (eV): -0.68
SMILES: Oc1cnncn1
Energy relative to the best compared isomer or geometry (same formula, charge and spin) (eV): 3.0474
Highest occupied orbital energy (eV): -10.20
HOMO-LUMO gap (eV): 9.51
Total energy (a.u.): -355.527896
Molar mass (g mol⁻¹): 97.077


Record 3
Below is 2 unconnected molecules or ions with the total composition C7H7NO2, with properties calculated with ωB97M-V/def2-TZVPD.

Element x y z (Å)
O: 0.119 -0.388 -1.454
C: 0.448 -0.367 -0.095
C: -0.566 -1.184 0.762
C: -1.950 -0.763 0.554
C: -3.102 -0.432 0.390
C: 1.798 -0.932 0.130
C: 2.867 -1.475 0.276
C: 0.436 1.076 0.329
N: 0.523 2.007 1.047
H: 0.016 -1.318 -1.745
H: -0.453 -2.237 0.467
H: -0.291 -1.105 1.823
H: -4.134 -0.149 0.281
H: 3.822 -1.944 0.439
O: 0.398 3.151 -1.314
H: -0.375 2.681 -1.648
H: 0.444 3.378 -0.243

Computed properties:
LUMO level (eV): 0.37
SMILES: C#CC[C@](O)(C#C)C#N.O
Energy relative to the best compared isomer or geometry (same formula, charge and spin) (eV): 5.7287
Highest occupied orbital energy (eV): -10.22
HOMO-LUMO gap (eV): 10.60
Total energy (a.u.): -475.972374
Molar mass (g mol⁻¹): 137.138


Record 4
Below is 2 unconnected molecules or ions with the total composition C5H10BNO, with properties calculated with ωB97M-V/def2-TZVPD.

Element x y z (Å)
B: 1.094 -1.148 -0.514
C: -1.408 -1.596 1.673
C: -1.931 -0.638 0.901
C: 1.197 1.235 -0.758
C: 1.801 0.789 0.547
C: -0.721 0.145 -1.860
N: 0.378 0.076 -1.147
O: 1.997 -0.571 0.328
H: -0.369 -1.879 1.451
H: -2.079 -2.155 2.416
H: -1.160 -0.179 0.229
H: 0.565 2.108 -0.490
H: 1.938 1.415 -1.557
H: 2.812 1.265 0.917
H: 1.049 0.855 1.401
H: -2.921 -0.142 0.797
H: -1.442 -0.652 -1.799
H: -0.801 1.072 -2.536

Computed properties:
LUMO level (spin up / spin down) (eV): 0.67 / -0.81
Energy relative to the best compared isomer or geometry (same formula, charge and spin) (eV): 5.7869
Highest occupied orbital energy (spin up / spin down) (eV): -8.71 / -6.42
HOMO-LUMO gap (spin up / spin down) (eV): 9.39 / 5.61
Total energy (a.u.): -351.197374
Molar mass (g mol⁻¹): 110.953


Please write out number 3 again, unchanged.
Below is 2 unconnected molecules or ions with the total composition C7H7NO2, with properties calculated with ωB97M-V/def2-TZVPD.

Element x y z (Å)
O: 0.119 -0.388 -1.454
C: 0.448 -0.367 -0.095
C: -0.566 -1.184 0.762
C: -1.950 -0.763 0.554
C: -3.102 -0.432 0.390
C: 1.798 -0.932 0.130
C: 2.867 -1.475 0.276
C: 0.436 1.076 0.329
N: 0.523 2.007 1.047
H: 0.016 -1.318 -1.745
H: -0.453 -2.237 0.467
H: -0.291 -1.105 1.823
H: -4.134 -0.149 0.281
H: 3.822 -1.944 0.439
O: 0.398 3.151 -1.314
H: -0.375 2.681 -1.648
H: 0.444 3.378 -0.243

Computed properties:
LUMO level (eV): 0.37
SMILES: C#CC[C@](O)(C#C)C#N.O
Energy relative to the best compared isomer or geometry (same formula, charge and spin) (eV): 5.7287
Highest occupied orbital energy (eV): -10.22
HOMO-LUMO gap (eV): 10.60
Total energy (a.u.): -475.972374
Molar mass (g mol⁻¹): 137.138


Please write out number 3 again, unchanged.
Below is 2 unconnected molecules or ions with the total composition C7H7NO2, with properties calculated with ωB97M-V/def2-TZVPD.

Element x y z (Å)
O: 0.119 -0.388 -1.454
C: 0.448 -0.367 -0.095
C: -0.566 -1.184 0.762
C: -1.950 -0.763 0.554
C: -3.102 -0.432 0.390
C: 1.798 -0.932 0.130
C: 2.867 -1.475 0.276
C: 0.436 1.076 0.329
N: 0.523 2.007 1.047
H: 0.016 -1.318 -1.745
H: -0.453 -2.237 0.467
H: -0.291 -1.105 1.823
H: -4.134 -0.149 0.281
H: 3.822 -1.944 0.439
O: 0.398 3.151 -1.314
H: -0.375 2.681 -1.648
H: 0.444 3.378 -0.243

Computed properties:
LUMO level (eV): 0.37
SMILES: C#CC[C@](O)(C#C)C#N.O
Energy relative to the best compared isomer or geometry (same formula, charge and spin) (eV): 5.7287
Highest occupied orbital energy (eV): -10.22
HOMO-LUMO gap (eV): 10.60
Total energy (a.u.): -475.972374
Molar mass (g mol⁻¹): 137.138


Which value of molar mass does entry 2 give? 97.077 g mol⁻¹